Entry 1:
60
Properties=species:S:1:pos:R:3:forces:R:3:lowdin_charge:R:1 method="wB97M-V/def2-TZVPD" largest_force_ev_per_a=3.23 relative_energy_ev=0.000 homo_energy_ev=-6.89 orbital_gap_ev=4.42 total_charge=0
F -3.1524 2.4807 1.4101 0.40 -1.49 -0.25 0.04
C -2.8613 1.1330 1.5134 0.05 0.75 0.07 -0.22
C -3.9128 0.2279 1.3724 0.48 0.00 0.24 0.09
C -3.6185 -1.0939 1.7119 -0.57 -0.47 0.00 -0.22
F -4.6502 -2.0063 1.7224 1.10 0.91 -0.23 0.05
C -2.3608 -1.5124 2.1044 0.43 0.09 0.24 0.07
C -1.2901 -0.5754 2.2130 -1.69 0.38 -0.34 -0.18
C -0.0766 -1.0634 2.8233 -0.31 -1.38 -0.55 0.07
C 1.2505 -0.5656 2.4834 1.85 0.63 0.68 -0.14
C 2.2706 -1.5452 2.2535 -0.86 0.21 0.09 0.07
C 3.4911 -1.1639 1.7187 0.69 -0.49 -0.01 -0.22
F 4.4536 -2.1362 1.5261 -1.10 1.10 0.11 0.05
C 3.8082 0.1557 1.3957 -0.57 -0.17 0.24 0.10
C 2.8328 1.1059 1.7135 0.34 0.76 0.02 -0.21
F 3.1231 2.4311 1.4488 -0.35 -1.47 0.38 0.04
C 1.6166 0.7957 2.3114 -0.49 -0.14 -0.08 0.06
C -1.5524 0.7717 1.8440 -0.19 -0.45 0.34 0.06
H -4.9074 0.5417 1.0499 0.35 -0.10 0.28 0.14
H -2.1865 -2.5603 2.3757 -0.25 0.50 -0.03 0.14
H -0.0385 -2.1358 2.9239 -0.14 0.10 -0.14 0.08
H 2.0723 -2.5990 2.4826 0.15 0.45 -0.18 0.13
H 4.7636 0.4290 0.9479 -0.32 -0.07 0.17 0.14
H 0.9446 1.5953 2.6531 0.57 -0.37 -0.35 0.13
H -0.7754 1.5298 1.9067 -0.51 -0.12 -0.04 0.11
C 0.5000 -5.0856 6.5127 0.04 -0.12 -0.01 -0.08
C 0.1889 -3.8129 5.7061 -0.33 0.03 0.35 -0.54
C 1.4723 -2.9776 5.6683 0.04 0.04 -0.05 -0.04
C -0.2380 -4.2905 4.3147 -0.04 -0.07 -0.08 -0.04
C -0.9516 -2.9871 6.3325 0.02 0.76 -0.65 -0.09
C -1.2595 -1.6494 5.8260 -1.69 -1.74 1.61 -0.25
O -0.6633 -1.1520 4.8009 2.05 2.20 -1.17 -0.10
C -2.2779 -0.8846 6.5579 0.60 -0.10 -0.92 -0.08
C -2.5394 0.6039 6.2366 -0.05 -0.42 0.12 -0.54
C -3.5549 1.2413 7.1921 -0.03 0.07 0.12 -0.08
C -3.1110 0.7196 4.8326 -0.08 -0.04 -0.35 -0.05
C -1.2319 1.3961 6.3422 0.06 -0.01 0.10 -0.04
C -3.0188 -1.5156 7.5392 0.05 -0.20 0.43 -0.06
C -2.7591 -2.8234 7.9395 -0.15 -0.09 0.06 -0.09
C -1.7140 -3.5279 7.3543 -0.17 -0.01 0.30 -0.06
H -0.3372 -5.7998 6.4752 0.26 0.21 0.13 0.08
H 1.3720 -5.5853 6.0653 -0.19 0.11 0.09 0.09
H 0.7434 -4.8595 7.5599 -0.08 -0.07 -0.24 0.09
H 1.3266 -2.0721 5.0788 0.13 -0.07 0.13 0.06
H 1.7428 -2.6825 6.6907 0.03 -0.05 -0.23 0.10
H 2.2907 -3.5705 5.2417 -0.02 0.09 0.07 0.08
H -0.6986 -3.4877 3.7361 0.06 -0.21 0.13 0.04
H 0.6318 -4.6910 3.7753 -0.21 -0.02 -0.05 0.09
H -0.9950 -5.0800 4.4235 0.21 0.15 -0.15 0.09
H -3.2279 1.1725 8.2386 -0.14 0.00 -0.20 0.09
H -3.6545 2.3063 6.9441 0.03 -0.18 0.02 0.08
H -4.5519 0.7898 7.0853 0.26 0.08 0.11 0.08
H -2.4206 0.2711 4.1253 -0.08 0.09 0.10 0.04
H -4.0602 0.1765 4.7552 0.03 0.15 0.04 0.10
H -3.2693 1.7719 4.5621 -0.05 -0.12 0.01 0.10
H -0.4966 1.0275 5.6225 -0.06 0.07 0.14 0.07
H -1.4314 2.4582 6.1560 0.09 -0.09 0.00 0.08
H -0.8217 1.2918 7.3550 0.01 0.07 -0.20 0.09
H -3.8185 -0.9682 8.0409 0.29 -0.20 -0.13 0.10
H -3.3667 -3.2862 8.7185 0.18 0.12 -0.21 0.10
H -1.4929 -4.5343 7.7144 -0.12 0.35 -0.09 0.10

***

Entry 2:
9
Properties=species:S:1:pos:R:3:forces:R:3:lowdin_charge:R:1 method="wB97M-V/def2-TZVPD" largest_force_ev_per_a=2.91 relative_energy_ev=2.601 homo_energy_ev=-9.45 orbital_gap_ev=10.17 total_charge=0
C -0.1664 -0.0315 0.9257 1.26 1.82 1.10 -0.30
C 0.8305 -0.0089 -0.2640 -0.48 -1.39 -0.28 -0.27
O -1.2799 -0.4379 -1.9510 -0.28 -1.92 -1.45 -0.44
O -1.3837 0.4975 0.3077 1.93 -0.02 -0.37 -0.35
S -0.6643 0.6076 -1.2137 0.23 2.63 1.23 0.89
H -0.4158 -1.0022 1.3566 0.39 0.30 0.36 0.11
H 0.3378 0.7738 1.6083 -1.67 -1.79 -0.32 0.13
H 1.7643 0.6492 -0.0302 -1.80 -1.29 -1.11 0.12
H 0.9776 -1.0477 -0.7393 0.42 1.66 0.85 0.11

***

Entry 3:
77
Properties=species:S:1:pos:R:3:forces:R:3:lowdin_charge:R:1 method="wB97M-V/def2-TZVPD" largest_force_ev_per_a=0.91 smiles="CCCN[C@H]1OS(=O)(=O)O[C@@H]1/C(I)=C(/C)I.O=C1c2ccccc2C(=O)c2ccccc21.O=C1c2ccccc2C(=O)c2ccccc21" homo_energy_ev=-9.03 orbital_gap_ev=7.98 total_charge=0
C 0.1139 -3.2071 1.9055 -0.12 0.03 -0.03 -0.12
C -0.0457 -1.9247 2.7302 0.17 -0.10 -0.12 -0.24
C 1.2390 -1.0799 2.8354 -0.20 -0.14 -0.05 -0.19
N 1.1756 0.2373 2.1899 0.27 -0.12 -0.02 0.01
C 2.0804 0.4676 1.1098 -0.81 0.35 -0.22 -0.33
O 3.4014 0.1724 1.5607 0.13 -0.06 0.06 -0.14
S 4.3456 -0.3299 0.3870 -0.17 -0.13 0.24 0.56
O 5.0038 0.7969 -0.1687 0.04 -0.06 -0.16 -0.28
O 5.0850 -1.4563 0.8234 0.08 0.08 0.08 -0.21
O 3.1819 -0.8713 -0.5550 -0.05 0.50 -0.58 -0.20
C 1.8654 -0.4435 -0.1399 0.15 -0.62 0.46 -0.35
C 0.9349 0.0949 -1.2049 0.31 0.32 -0.40 -0.66
I -1.0172 -0.6222 -0.8686 -0.18 0.00 -0.01 1.08
C 1.1401 0.8833 -2.2638 -0.12 -0.23 0.35 -0.80
C 0.1146 1.3087 -3.2749 0.11 0.12 0.07 -0.21
I 3.0288 1.6472 -2.7073 0.15 0.01 0.02 1.04
H -0.6183 -3.9569 2.2030 -0.04 -0.02 0.00 0.07
H -0.0477 -3.0252 0.8410 0.12 0.01 -0.01 0.01
H 1.1047 -3.6447 2.0323 0.01 -0.03 0.04 0.08
H -0.3664 -2.1961 3.7345 -0.07 0.05 0.04 0.10
H -0.8390 -1.3185 2.2861 -0.09 0.00 0.15 0.07
H 1.4795 -0.9275 3.8873 0.07 0.04 0.01 0.11
H 2.0712 -1.6469 2.4128 0.05 0.04 0.04 0.11
H 0.2372 0.5016 1.9212 0.02 0.16 0.11 0.10
H 1.9916 1.5207 0.8272 0.17 -0.01 -0.09 0.16
H 1.4005 -1.3619 0.2214 0.07 0.00 0.04 0.09
H 0.3410 2.3087 -3.6363 0.02 0.02 -0.01 0.05
H -0.8867 1.3164 -2.8566 -0.08 -0.09 -0.02 0.01
H 0.1485 0.6374 -4.1347 -0.05 -0.05 0.00 0.09
O -1.7637 -6.8087 -6.7722 0.00 0.00 0.00 0.11
C -2.1970 -6.2142 -5.8092 0.00 0.01 0.00 -0.28
C -3.6655 -6.0847 -5.5768 0.02 -0.01 0.01 -0.08
C -4.5415 -6.6823 -6.4750 -0.06 -0.01 -0.01 0.00
C -5.9079 -6.5939 -6.2703 0.02 0.00 0.00 -0.06
C -6.4064 -5.9087 -5.1675 0.01 0.01 0.01 -0.06
C -5.5388 -5.3043 -4.2740 -0.05 -0.01 -0.02 0.00
C -4.1662 -5.3878 -4.4758 0.02 0.01 0.01 -0.08
C -3.2524 -4.7167 -3.5070 0.01 0.01 -0.01 -0.28
O -3.6859 -4.0703 -2.5767 0.00 0.00 0.00 0.10
C -1.7853 -4.8688 -3.7251 -0.03 -0.01 0.01 -0.08
C -0.9107 -4.2831 -2.8191 0.13 0.02 0.03 -0.02
C 0.4569 -4.4168 -2.9895 -0.02 0.00 -0.01 -0.05
C 0.9574 -5.1413 -4.0662 -0.01 0.00 -0.01 -0.05
C 0.0902 -5.7240 -4.9753 0.05 0.02 0.02 0.00
C -1.2832 -5.5882 -4.8104 -0.02 0.00 -0.01 -0.08
H -4.1354 -7.2128 -7.3253 0.03 0.00 0.01 0.12
H -6.5886 -7.0610 -6.9699 0.00 0.00 0.00 0.11
H -7.4748 -5.8467 -5.0069 0.00 0.00 -0.01 0.11
H -5.9080 -4.7632 -3.4137 0.03 0.01 0.01 0.12
H -1.3135 -3.7249 -1.9867 -0.06 0.00 0.02 0.08
H 1.1368 -3.9573 -2.2830 0.00 0.00 0.00 0.11
H 2.0263 -5.2496 -4.1951 0.00 0.01 0.00 0.11
H 0.4612 -6.2877 -5.8203 -0.03 0.00 -0.01 0.12
O 0.3816 4.2050 2.4809 -0.09 -0.07 -0.09 0.10
C 0.7290 5.0910 3.2316 0.02 0.03 0.03 -0.28
C 2.1514 5.2308 3.6472 -0.01 0.02 0.01 -0.08
C 3.0826 4.3305 3.1471 0.13 -0.05 0.00 0.00
C 4.4166 4.4479 3.4993 -0.02 0.00 -0.01 -0.05
C 4.8245 5.4682 4.3516 0.00 0.00 0.00 -0.05
C 3.8988 6.3629 4.8613 0.05 -0.02 0.01 0.00
C 2.5584 6.2459 4.5147 -0.02 0.00 0.00 -0.08
C 1.5749 7.2076 5.0888 -0.01 -0.01 0.01 -0.28
O 1.9156 8.0632 5.8768 0.00 0.01 -0.01 0.11
C 0.1515 7.0792 4.6573 0.02 0.00 -0.01 -0.08
C -0.7831 7.9810 5.1517 -0.06 0.02 0.00 0.00
C -2.1059 7.8943 4.7523 0.02 0.00 0.01 -0.06
C -2.5023 6.9068 3.8569 0.01 -0.01 0.00 -0.06
C -1.5768 6.0016 3.3663 -0.06 0.02 0.01 0.00
C -0.2481 6.0824 3.7659 0.02 -0.01 0.00 -0.08
H 2.7481 3.5424 2.4867 -0.03 0.01 0.00 0.11
H 5.1400 3.7447 3.1079 0.00 0.00 0.00 0.11
H 5.8686 5.5625 4.6201 0.00 -0.01 0.00 0.11
H 4.1979 7.1575 5.5311 -0.03 0.01 0.00 0.12
H -0.4560 8.7436 5.8451 0.03 -0.01 -0.01 0.12
H -2.8320 8.5982 5.1374 0.00 0.00 0.00 0.11
H -3.5360 6.8447 3.5427 0.00 0.00 0.00 0.11
H -1.8667 5.2249 2.6720 0.03 -0.01 0.00 0.12

***

Entry 4:
52
Properties=species:S:1:pos:R:3:forces:R:3:lowdin_charge:R:1 method="wB97M-V/def2-TZVPD" largest_force_ev_per_a=7.57 homo_energy_ev=-8.20 orbital_gap_ev=2.16 total_charge=0
Hg 3.5785 -20.6889 -2.1128 0.00 0.02 0.05 0.05
C 3.2818 -15.2668 2.0657 -1.28 -0.36 0.30 -0.10
C 4.1265 -15.3916 0.8295 -0.67 -2.17 -0.79 -0.36
O 3.6525 -16.1217 -0.2820 0.58 1.30 2.28 -0.02
H 3.0449 -16.2195 2.5392 -0.16 -0.38 -0.48 0.07
H 2.3532 -14.7754 1.7755 -0.16 0.06 0.48 0.08
H 3.7705 -14.7569 2.8960 0.22 0.60 -0.45 0.08
H 5.0878 -15.7744 1.1721 0.81 0.19 -0.68 0.12
H 4.2026 -14.3682 0.4623 0.66 0.61 -0.60 0.14
C 3.2196 -22.1109 3.6200 0.72 -0.56 -2.36 -0.21
O 3.9228 -21.9759 2.4160 -0.93 0.18 1.98 -0.11
H 2.8676 -23.1330 3.7597 -0.18 -0.12 0.08 0.07
H 3.8411 -21.8843 4.4863 0.70 0.29 0.34 0.09
H 2.4163 -21.3799 3.7118 -0.32 0.35 -0.12 0.08
C 2.4506 -30.2623 5.4617 1.49 -0.40 1.06 -0.26
C 3.2806 -30.9886 6.5787 -0.74 -0.50 -1.48 -0.23
O 2.6908 -32.2518 6.7617 -0.48 -1.30 0.25 -0.08
O 1.1155 -30.0232 5.7592 -0.42 0.70 0.64 -0.05
H 2.4410 -30.8774 4.5618 0.75 -0.16 -0.11 0.12
H 3.0326 -29.3537 5.3077 -0.61 0.46 -0.40 0.11
H 3.3394 -30.5733 7.5847 0.07 0.89 -0.39 0.12
H 4.2525 -31.1871 6.1268 0.41 0.68 0.26 0.11
H 3.3485 -32.9136 6.5359 -0.29 -0.17 0.08 0.09
H 0.7684 -30.8389 6.1276 -0.17 -0.18 0.06 0.08
C -4.3153 -18.8743 2.5507 -1.32 -2.84 1.68 -0.80
O -5.2116 -19.1054 1.7997 -2.23 -0.21 -1.16 0.07
N -3.3350 -18.1090 2.3203 4.98 4.43 -1.88 0.16
N -4.1151 -19.5091 3.7394 -1.22 -1.56 2.02 0.14
H -2.5386 -18.1100 2.9414 -0.20 0.29 -0.41 0.11
H -3.2573 -17.6404 1.4289 0.03 -0.18 0.21 0.13
H -4.9555 -19.8467 4.1864 0.20 -0.18 -0.14 0.10
H -3.3679 -19.2999 4.3859 -0.23 0.25 -0.31 0.09
C 5.4764 -17.0047 9.0540 1.14 -1.05 4.01 -0.85
O 4.8308 -16.1176 9.4497 -3.06 4.49 1.72 0.08
N 5.6438 -17.2862 7.8386 1.32 -1.93 -7.20 0.17
N 6.1198 -17.8231 9.9064 1.41 -1.89 1.69 0.15
H 5.4508 -16.5965 7.1265 -0.19 -0.19 0.31 0.13
H 6.3447 -17.9771 7.6117 -0.17 0.26 -0.30 0.11
H 6.6099 -18.6527 9.6038 -0.04 0.30 0.08 0.10
H 6.2892 -17.5286 10.8576 -0.39 -0.01 -0.34 0.11
O 0.3954 -18.2647 7.0468 -0.21 -0.18 -0.01 -0.05
H 0.4417 -17.3110 7.1148 0.01 0.26 0.11 0.03
H 1.1086 -18.4978 6.4525 0.20 -0.08 -0.10 0.02
O -0.1990 -25.6011 7.9463 -0.12 0.03 0.16 -0.05
H 0.4731 -24.9393 7.7835 0.14 0.19 0.01 0.03
H -0.0849 -26.2377 7.2406 -0.02 -0.24 -0.17 0.03
O 8.4265 -21.9414 7.0253 -0.02 0.25 0.10 -0.06
H 8.5710 -22.7895 7.4450 0.07 -0.20 0.15 0.03
H 8.0962 -22.1582 6.1535 -0.06 -0.03 -0.25 0.03
O 2.1096 -27.4331 0.7379 0.01 -0.08 -0.20 -0.05
H 2.3724 -26.5729 1.0654 0.07 0.25 0.02 0.03
H 1.9403 -27.9486 1.5264 -0.08 -0.18 0.18 0.02

***

Entry 5:
12
Properties=species:S:1:pos:R:3:forces:R:3:lowdin_charge:R:1 method="wB97M-V/def2-TZVPD" largest_force_ev_per_a=1.72 relative_energy_ev=2.550 homo_energy_ev=-9.51 orbital_gap_ev=10.03 total_charge=0
H 1.2002 -1.2932 0.8685 0.86 0.39 0.24 0.03
N 1.8944 -0.6200 1.2597 -1.27 -0.01 -0.32 0.10
C 1.4893 0.5635 1.0529 0.40 0.47 -0.13 -0.27
N 0.3746 1.0076 0.3112 0.83 0.27 0.65 0.09
C -0.4670 0.2266 -0.4145 -1.06 -1.09 -0.39 -0.32
C -0.9587 -1.0766 -0.3663 0.50 1.62 0.32 -0.06
N -1.9212 -1.1289 -1.3289 0.08 -1.13 0.12 0.00
N -2.0168 -0.0749 -1.9504 -0.68 0.74 -1.02 0.03
O -1.0936 0.8455 -1.4275 0.54 0.00 0.77 0.03
H 2.0801 1.4286 1.4296 -0.44 -0.67 -0.22 0.12
H 0.2412 2.0153 0.2568 0.03 -0.53 -0.17 0.15
H -0.8225 -1.8936 0.3089 0.22 -0.06 0.16 0.10

***

Entry 6:
79
Properties=species:S:1:pos:R:3:forces:R:3:lowdin_charge:R:1 method="wB97M-V/def2-TZVPD" largest_force_ev_per_a=0.60 relative_energy_ev=0.000 multiplicity=3 s2=2.02 homo_energy_ev="-0.49 / -1.94" orbital_gap_ev="4.55 / 5.99" total_charge=-2
W 0.5971 2.1487 1.3965 0.17 0.57 -0.07 0.76
S -0.2200 3.1048 3.5825 -0.10 -0.16 0.06 -0.07
As -2.2616 3.1826 2.8411 -0.11 0.08 -0.05 -0.17
S -1.7751 2.8199 0.7428 -0.01 0.15 0.07 -0.02
S 1.6781 0.6064 2.6031 0.21 -0.03 -0.02 -0.07
S -3.5314 4.8016 3.3318 0.11 -0.08 -0.02 -0.26
O -0.3995 0.2541 0.5430 0.04 0.08 0.15 -0.59
P -0.6451 -1.2139 0.4147 -0.07 -0.06 0.06 0.85
C 0.9594 -2.0854 0.5184 0.07 0.13 -0.03 -0.37
C 1.0252 -3.5913 0.7729 -0.03 -0.06 0.03 -0.19
C 1.1634 -4.4260 -0.4965 -0.03 0.04 -0.05 -0.20
C 2.3588 -3.9563 -1.3279 -0.01 -0.01 0.01 -0.21
C 2.2742 -2.4671 -1.6607 0.03 -0.02 0.01 -0.19
C 2.0765 -1.6100 -0.4171 -0.01 -0.05 0.05 -0.18
C -1.8407 -1.3401 -0.9863 0.00 -0.05 0.00 -0.31
C -1.7295 -0.1522 -1.9572 0.01 0.03 -0.02 -0.18
C -0.7913 -0.4051 -3.1239 -0.03 -0.05 -0.02 -0.19
C -1.2302 -1.6512 -3.8886 0.02 0.01 0.00 -0.20
C -1.2412 -2.8756 -2.9762 -0.03 0.01 -0.02 -0.21
C -2.0807 -2.6726 -1.7144 -0.04 0.04 -0.03 -0.19
C -1.4768 -1.8691 1.9338 0.05 -0.03 -0.01 -0.33
C -2.1627 -0.7595 2.7430 -0.03 -0.01 -0.01 -0.20
C -3.5572 -0.4139 2.2398 0.01 -0.02 0.00 -0.21
C -4.4471 -1.6549 2.2324 0.00 0.02 0.01 -0.20
C -3.8422 -2.7804 1.3939 -0.02 -0.02 0.06 -0.21
C -2.4023 -3.0951 1.8094 0.04 0.01 -0.03 -0.19
H 1.1932 -1.5753 1.4711 0.03 -0.02 -0.02 0.01
H 0.1805 -3.9383 1.3733 0.02 0.00 -0.03 0.09
H 1.9193 -3.7638 1.3853 0.00 0.00 0.00 0.12
H 0.2440 -4.3568 -1.0877 0.04 0.02 0.00 0.09
H 1.2823 -5.4817 -0.2316 0.00 0.00 0.00 0.10
H 2.4403 -4.5507 -2.2438 0.00 0.00 0.00 0.10
H 3.2730 -4.1399 -0.7500 0.01 -0.01 0.00 0.11
H 1.4629 -2.2980 -2.3668 -0.05 0.05 -0.03 0.08
H 3.1811 -2.1382 -2.1739 -0.01 0.00 0.01 0.11
H 1.9427 -0.5648 -0.6874 -0.02 0.03 -0.02 0.07
H 2.9996 -1.6401 0.1746 0.00 0.01 0.00 0.12
H -2.7383 -1.1394 -0.3989 -0.03 0.05 0.01 0.08
H -1.4349 0.7420 -1.4086 -0.02 -0.02 -0.03 0.07
H -2.7358 0.0312 -2.3567 -0.01 0.00 0.01 0.12
H 0.2349 -0.5141 -2.7611 0.04 -0.02 0.01 0.10
H -0.7744 0.4747 -3.7684 0.02 -0.02 0.00 0.11
H -0.5726 -1.8379 -4.7429 0.00 0.01 0.01 0.10
H -2.2373 -1.4857 -4.2935 0.00 0.00 0.00 0.11
H -0.2136 -3.1031 -2.7033 0.05 -0.03 0.04 0.07
H -1.6167 -3.7551 -3.5103 -0.01 0.01 -0.01 0.11
H -1.9512 -3.5259 -1.0414 0.00 0.01 0.00 0.09
H -3.1371 -2.6830 -2.0114 0.00 -0.01 -0.01 0.11
H -0.6010 -2.1730 2.5190 -0.08 0.01 0.01 0.11
H -1.5274 0.1221 2.7733 0.06 0.08 0.02 0.05
H -2.2466 -1.1193 3.7763 0.01 0.00 0.02 0.12
H -3.4949 0.0339 1.2439 0.01 0.00 -0.04 0.10
H -3.9830 0.3630 2.8784 -0.02 -0.02 0.00 0.10
H -5.4494 -1.4135 1.8676 0.00 0.00 -0.01 0.10
H -4.5631 -2.0070 3.2654 -0.01 0.00 0.00 0.11
H -3.8870 -2.5119 0.3377 -0.01 0.00 -0.01 0.08
H -4.4418 -3.6910 1.4989 0.00 0.01 -0.01 0.10
H -1.9800 -3.8499 1.1399 -0.01 0.00 0.01 0.08
H -2.4391 -3.5584 2.8035 0.00 -0.01 -0.01 0.12
Cl 0.1033 6.1297 0.8665 -0.02 0.01 0.00 0.67
C 1.8188 6.0148 1.0639 0.04 -0.03 0.04 -0.61
C 2.5882 7.1575 0.9910 -0.01 0.00 0.00 -0.15
C 3.9700 7.0888 1.1256 0.01 0.02 0.00 -0.14
C 4.5649 5.8528 1.3397 0.01 0.00 0.00 -0.15
C 3.7914 4.7126 1.4245 -0.07 0.05 0.00 -0.62
Cl 4.5668 3.1825 1.6934 0.02 -0.02 0.02 0.66
C 2.3768 4.7246 1.2865 0.04 0.04 0.03 -0.47
N 1.6350 3.6296 1.3374 -0.33 -0.47 -0.11 -0.28
H 2.0928 8.1050 0.8217 0.00 0.00 0.00 0.09
H 4.5732 7.9854 1.0638 0.00 0.00 0.00 0.08
H 5.6383 5.7628 1.4480 0.00 -0.01 0.00 0.09
C 2.7611 3.5399 -1.7370 0.03 -0.08 -0.04 -0.14
S 1.6435 2.1926 -2.0205 0.08 0.25 -0.08 0.40
O 0.8380 2.5488 -3.1727 0.01 0.00 0.06 -0.34
O 2.4645 1.0071 -2.1946 0.02 -0.05 0.00 -0.35
O 0.8095 2.1349 -0.7936 -0.07 -0.29 0.04 -0.54
H 3.3488 3.6568 -2.6456 0.03 0.03 0.01 0.06
H 3.4003 3.2840 -0.8939 -0.03 0.01 -0.03 0.03
H 2.1885 4.4408 -1.5248 -0.02 -0.04 -0.01 0.07

***

Here are the calculated E_tot numbers, same order: -1520.23706; -627.18854; -3039.49157; -1409.18947; -410.90956; -6887.54935 (Ha).